Record 1
7 unconnected molecules or ions with the total composition C31H77BFO9P at a distorted geometry. Source: OMol25; level of theory: the ωB97M-V functional and the def2-TZVPD basis.

Geometry (Å):
C (3.602, -3.688, 0.676)
C (3.099, -4.060, -0.840)
C (2.516, -2.800, -1.711)
C (1.548, -1.768, -0.855)
C (2.360, -0.593, -0.051)
C (1.617, 0.867, -0.011)
B (-0.006, 0.771, 0.400)
F (-0.448, 0.221, 1.708)
C (-1.063, 1.291, -0.776)
C (-2.413, 0.351, -0.891)
C (-3.703, 1.390, -0.747)
P (-5.364, 0.398, -0.551)
O (-6.522, 1.488, -0.577)
O (-5.326, -0.574, 0.895)
C (-6.601, -0.521, 1.627)
C (-6.841, -1.938, 2.480)
O (-5.499, -0.741, -1.904)
C (-6.329, -1.903, -1.515)
C (-6.729, -2.865, -2.822)
H (4.289, -4.563, 1.078)
H (2.735, -3.545, 1.449)
H (4.306, -2.729, 0.645)
H (2.378, -4.989, -0.772)
H (4.064, -4.453, -1.422)
H (3.348, -2.205, -2.321)
H (1.808, -3.273, -2.548)
H (0.770, -2.341, -0.153)
H (0.866, -1.228, -1.673)
H (3.475, -0.512, -0.467)
H (2.462, -0.950, 1.082)
H (2.203, 1.584, 0.724)
H (1.710, 1.318, -1.112)
H (-0.487, 1.308, -1.811)
H (-1.346, 2.399, -0.524)
H (-2.429, -0.486, -0.071)
H (-2.424, -0.139, -1.972)
H (-3.717, 2.060, -1.724)
H (-3.548, 2.066, 0.217)
H (-6.547, 0.357, 2.402)
H (-7.532, -0.401, 0.917)
H (-7.855, -1.760, 3.079)
H (-5.931, -2.185, 3.185)
H (-7.052, -2.805, 1.688)
H (-7.327, -1.561, -0.975)
H (-5.682, -2.593, -0.795)
H (-6.396, -3.978, -2.585)
H (-6.206, -2.436, -3.792)
H (-7.898, -2.810, -2.986)
C (1.657, 5.684, 2.856)
C (0.756, 4.660, 2.186)
C (-0.108, 3.932, 3.203)
O (1.557, 3.714, 1.482)
H (2.340, 5.202, 3.565)
H (2.282, 6.192, 2.113)
H (1.070, 6.436, 3.393)
H (0.116, 5.159, 1.450)
H (0.512, 3.387, 3.924)
H (-0.743, 3.189, 2.708)
H (-0.748, 4.631, 3.751)
H (2.128, 3.266, 2.128)
C (5.037, 6.437, 4.626)
C (4.904, 5.279, 5.602)
C (6.056, 5.255, 6.594)
O (4.879, 4.052, 4.878)
H (5.960, 6.352, 4.041)
H (4.208, 6.434, 3.910)
H (5.043, 7.397, 5.151)
H (3.954, 5.360, 6.142)
H (7.014, 5.128, 6.079)
H (5.953, 4.409, 7.282)
H (6.092, 6.179, 7.179)
H (5.718, 3.971, 4.395)
C (-5.291, -8.352, -4.406)
C (-6.210, -7.169, -4.148)
C (-6.906, -6.720, -5.423)
O (-5.449, -6.086, -3.619)
H (-4.504, -8.089, -5.122)
H (-4.787, -8.657, -3.482)
H (-5.849, -9.208, -4.798)
H (-6.959, -7.441, -3.396)
H (-6.177, -6.399, -6.175)
H (-7.555, -5.860, -5.225)
H (-7.513, -7.527, -5.846)
H (-4.781, -5.838, -4.280)
C (-7.665, 4.385, -2.740)
C (-6.279, 5.012, -2.725)
C (-5.675, 4.988, -1.330)
O (-6.366, 6.360, -3.179)
H (-8.351, 4.936, -2.086)
H (-8.092, 4.421, -3.747)
H (-7.630, 3.342, -2.411)
H (-5.625, 4.474, -3.419)
H (-6.291, 5.559, -0.626)
H (-4.683, 5.453, -1.332)
H (-5.580, 3.963, -0.959)
H (-6.945, 6.846, -2.568)
C (7.299, -6.906, 0.912)
C (7.689, -5.437, 0.943)
C (9.118, -5.254, 1.431)
O (6.801, -4.731, 1.806)
H (7.352, -7.347, 1.914)
H (6.265, -7.023, 0.571)
H (7.954, -7.475, 0.245)
H (7.585, -5.007, -0.059)
H (9.235, -5.636, 2.451)
H (9.381, -4.191, 1.460)
H (9.827, -5.773, 0.779)
H (6.888, -5.106, 2.698)
C (4.883, 3.395, -1.580)
C (5.560, 2.246, -0.850)
C (7.036, 2.527, -0.620)
O (5.420, 1.052, -1.616)
H (5.334, 3.553, -2.566)
H (3.824, 3.173, -1.749)
H (4.959, 4.325, -1.008)
H (5.063, 2.078, 0.112)
H (7.564, 2.654, -1.573)
H (7.513, 1.686, -0.105)
H (7.177, 3.431, -0.020)
H (5.858, 1.192, -2.472)

Computed properties:
Spin multiplicity ... 1
Total charge ... 0
SMILES string ... CCCCCCB(F)CCCP(=O)(OCC)OCC.CC(C)O.CC(C)O.CC(C)O.CC(C)O.CC(C)O.CC(C)O
Frontier orbital gap ... 10.07 eV
LUMO energy ... 0.502 eV
Largest force on an atom ... 5.36 eV/Å
Energy relative to the best compared isomer or geometry (same formula, charge and spin) ... 8.050 eV

***

Record 2
11 unconnected molecules or ions with the total composition C31H77BN11O10. Source: OMol25; level of theory: the ωB97M-V functional and the def2-TZVPD basis.

Geometry (Å):
B (-3.316, -0.211, 4.690)
C (-4.794, -0.912, 4.394)
N (-5.909, 0.051, 4.536)
H (-2.432, -0.820, 4.061)
H (-3.104, -0.251, 5.922)
H (-3.343, 0.978, 4.330)
H (-4.792, -1.367, 3.394)
H (-4.973, -1.714, 5.119)
H (-6.749, -0.345, 4.935)
H (-6.113, 0.532, 3.672)
C (-6.919, -1.312, -0.177)
C (-5.980, -0.208, 0.255)
O (-5.922, 0.188, 1.399)
N (-5.167, 0.333, -0.705)
C (-5.093, 0.002, -2.111)
H (-7.476, -1.631, 0.698)
H (-7.610, -0.962, -0.945)
H (-6.360, -2.163, -0.569)
H (-4.551, 1.044, -0.344)
H (-4.089, -0.347, -2.368)
H (-5.314, 0.883, -2.721)
H (-5.810, -0.771, -2.362)
C (-5.639, 2.190, 6.869)
C (-5.144, 2.980, 8.044)
O (-5.333, 2.649, 9.214)
N (-4.470, 4.133, 7.776)
C (-4.139, 4.671, 6.472)
H (-6.139, 1.300, 7.227)
H (-6.361, 2.780, 6.302)
H (-4.834, 1.874, 6.202)
H (-4.169, 4.633, 8.597)
H (-3.057, 4.758, 6.354)
H (-4.581, 5.663, 6.340)
H (-4.512, 4.014, 5.695)
C (2.740, -1.494, 4.557)
C (1.242, -1.395, 4.330)
O (0.794, -1.355, 3.194)
N (0.443, -1.344, 5.426)
C (0.867, -1.386, 6.806)
H (3.215, -1.534, 3.590)
H (3.101, -0.619, 5.105)
H (3.015, -2.396, 5.104)
H (-0.551, -1.255, 5.216)
H (0.423, -2.242, 7.319)
H (0.550, -0.481, 7.330)
H (1.947, -1.466, 6.872)
C (-10.685, 2.793, 7.792)
C (-9.245, 2.321, 7.833)
O (-8.743, 1.681, 6.930)
N (-8.504, 2.649, 8.930)
C (-8.912, 3.400, 10.096)
H (-11.122, 2.453, 6.859)
H (-11.256, 2.378, 8.624)
H (-10.742, 3.882, 7.836)
H (-7.546, 2.316, 8.894)
H (-8.300, 4.297, 10.209)
H (-8.800, 2.799, 11.001)
H (-9.952, 3.700, 10.009)
C (-8.739, 2.066, -3.610)
C (-8.314, 0.681, -4.042)
O (-8.240, -0.244, -3.254)
N (-8.005, 0.501, -5.357)
C (-8.029, 1.479, -6.427)
H (-8.942, 2.038, -2.545)
H (-7.949, 2.793, -3.801)
H (-9.641, 2.379, -4.137)
H (-7.726, -0.442, -5.578)
H (-8.724, 1.173, -7.212)
H (-7.038, 1.589, -6.870)
H (-8.344, 2.444, -6.047)
C (3.450, -4.854, 1.189)
C (4.354, -3.681, 1.491)
O (4.427, -3.208, 2.618)
N (5.057, -3.161, 0.462)
C (5.111, -3.590, -0.929)
H (2.950, -5.140, 2.108)
H (2.698, -4.579, 0.450)
H (4.024, -5.701, 0.812)
H (5.602, -2.354, 0.719)
H (6.141, -3.812, -1.196)
H (4.753, -2.795, -1.576)
H (4.503, -4.477, -1.077)
C (6.002, -0.513, -3.898)
C (6.642, -1.860, -4.146)
O (6.893, -2.667, -3.253)
N (6.946, -2.165, -5.429)
C (6.751, -1.356, -6.625)
H (5.793, -0.382, -2.844)
H (6.682, 0.271, -4.238)
H (5.063, -0.434, -4.444)
H (7.361, -3.076, -5.537)
H (6.096, -1.882, -7.322)
H (7.702, -1.173, -7.115)
H (6.303, -0.403, -6.379)
C (1.185, -0.027, -1.665)
C (2.636, 0.017, -1.246)
O (3.510, -0.540, -1.907)
N (2.927, 0.695, -0.119)
C (2.010, 1.410, 0.758)
H (1.113, -0.604, -2.581)
H (0.576, -0.500, -0.894)
H (0.803, 0.978, -1.845)
H (3.905, 0.683, 0.125)
H (2.288, 2.465, 0.812)
H (2.032, 0.988, 1.757)
H (0.995, 1.335, 0.390)
C (12.399, -3.135, -5.027)
C (11.030, -2.533, -4.793)
O (10.779, -1.378, -5.100)
N (10.090, -3.330, -4.227)
C (10.219, -4.711, -3.806)
H (13.028, -2.377, -5.482)
H (12.851, -3.454, -4.087)
H (12.338, -3.994, -5.697)
H (9.196, -2.876, -4.090)
H (9.503, -5.342, -4.337)
H (10.014, -4.804, -2.739)
H (11.219, -5.079, -4.004)
C (8.176, 2.771, -8.876)
C (7.148, 1.711, -9.202)
O (7.289, 0.552, -8.854)
N (6.047, 2.101, -9.899)
C (5.713, 3.425, -10.386)
H (8.981, 2.300, -8.321)
H (8.583, 3.212, -9.787)
H (7.740, 3.562, -8.266)
H (5.401, 1.349, -10.082)
H (4.772, 3.768, -9.953)
H (5.609, 3.421, -11.472)
H (6.491, 4.131, -10.119)

Computed properties:
Spin multiplicity ... 1
Total charge ... -1
Frontier orbital gap ... 4.65 eV
LUMO energy ... 1.559 eV
Largest force on an atom ... 0.68 eV/Å

***

| no. | highest occupied orbital energy (hartree) |
| --- | --- |
| 1 | -0.352 |
| 2 | -0.114 |